1.
C14H40N4NiO12P5S2 | ωB97M-V/def2-TZVPD

The geometry in XYZ format:
```
78
Properties=species:S:1:pos:R:3:forces:R:3:lowdin_spin:R:1
Ni -0.466194 -0.347559 -0.436313 -0.125 -0.171 0.154 1.74
O -1.481553 3.056192 -2.034717 0.372 -0.159 -0.080 0.00
P -1.220149 2.238687 -0.689893 -0.590 0.471 0.067 0.01
O -1.353423 3.096013 0.495560 0.204 0.062 0.031 0.00
O -1.981640 0.915999 -0.713777 0.460 0.119 0.086 0.04
O 0.389395 1.738295 -0.884152 -0.542 -0.374 -0.287 0.04
P 0.799396 1.024596 -2.312708 0.712 0.120 -0.741 0.01
O 2.363043 0.715997 -2.043883 0.024 0.253 -0.068 0.00
O 0.664819 2.005725 -3.418877 -0.139 0.129 0.075 0.00
O 0.073700 -0.294294 -2.373803 0.238 0.179 0.433 0.04
H -0.854366 2.788543 -2.754522 -0.217 0.093 0.168 0.00
H 2.871923 1.472832 -2.368441 -0.110 -0.161 0.064 0.00
C 1.600907 -4.074968 -0.561962 -0.017 -0.057 -0.050 0.00
N 1.603437 -3.714445 0.857275 -0.024 0.342 -0.137 0.00
C 1.871470 -4.767112 1.819017 -0.054 0.162 0.050 0.00
P 1.611426 -2.125768 1.265555 0.525 -0.510 0.556 0.00
O 1.417580 -1.239864 0.103296 -0.269 -0.121 -0.044 0.02
O 0.498034 -2.026988 2.473369 -0.406 0.143 -0.394 0.00
P -0.311805 -0.632908 2.734300 0.465 0.054 1.039 0.00
O -0.101358 0.348673 1.658138 -0.531 -0.125 -0.277 0.02
N 0.485227 -0.103676 4.126493 -0.236 0.036 -0.273 0.00
C 0.198783 1.308375 4.404978 0.042 0.001 -0.031 0.00
C 0.303774 -0.935308 5.307956 0.066 0.002 -0.106 0.00
N -1.879534 -0.927973 3.169142 0.350 -0.150 -0.626 0.00
C -2.324059 -2.230923 3.644580 0.088 0.043 0.068 0.00
C -2.926827 -0.189855 2.443372 -0.063 0.069 -0.040 0.00
N 3.034014 -1.767418 2.066795 -0.425 0.292 -0.067 0.00
C 3.154724 -1.939988 3.508215 0.095 -0.068 -0.083 0.00
C 3.809600 -0.633048 1.559505 0.093 -0.119 -0.033 0.00
H 2.576108 -4.473782 -0.862505 0.006 0.017 0.057 0.00
H 1.377768 -3.196593 -1.159847 -0.029 -0.020 -0.025 0.00
H 0.832182 -4.821808 -0.765821 0.081 0.062 0.011 0.00
H 2.146917 -5.671170 1.278686 -0.018 -0.016 0.003 0.00
H 0.990880 -4.983305 2.430770 0.010 -0.044 0.024 0.00
H 2.706169 -4.506913 2.476260 0.003 -0.047 -0.021 0.00
H 0.316801 1.889893 3.493072 0.006 0.024 0.022 0.00
H 0.903988 1.668802 5.156409 -0.007 -0.013 0.005 0.00
H -0.822431 1.454093 4.782118 0.017 -0.017 0.024 0.00
H 0.491266 -1.980604 5.057605 0.015 0.015 0.070 0.00
H -0.708962 -0.844987 5.722369 0.008 -0.009 0.023 0.00
H 1.022861 -0.631372 6.071508 -0.014 -0.004 0.017 0.00
H -1.518074 -2.746069 4.166821 -0.048 -0.043 -0.017 0.00
H -2.662917 -2.852510 2.814093 -0.012 -0.047 -0.106 0.00
H -3.152279 -2.082180 4.343213 0.036 -0.031 0.000 0.00
H -2.526613 0.725879 2.015098 0.033 0.043 -0.025 0.00
H -3.718876 0.063221 3.153910 0.033 -0.019 0.009 0.00
H -3.342498 -0.785145 1.628615 0.054 -0.094 -0.040 0.00
H 2.524492 -2.759659 3.848661 0.059 0.007 0.057 0.00
H 2.857853 -1.034912 4.048696 0.008 -0.020 -0.048 0.00
H 4.195477 -2.173858 3.748118 -0.023 -0.037 0.038 0.00
H 3.560548 -0.451038 0.517266 0.030 0.043 0.012 0.00
H 4.874617 -0.866938 1.641307 -0.004 0.032 0.010 0.00
H 3.603201 0.278007 2.131474 -0.050 -0.019 -0.006 0.00
C -6.190816 -1.810989 0.785129 0.131 0.056 -0.175 0.00
C -5.700303 -2.380349 -0.537508 -0.139 -0.008 0.010 0.00
C -6.281685 -3.762992 -0.795129 0.218 -0.003 0.029 0.00
O -4.262593 -2.296175 -0.486158 -0.069 -0.017 0.120 0.00
P -3.110301 -3.341402 -0.829900 0.044 0.083 0.092 0.01
S -3.136530 -4.033760 -2.660223 0.083 0.140 0.425 0.00
S -1.442760 -2.431476 -0.071850 -0.448 -0.935 0.099 0.04
O -3.495056 -4.480385 0.276660 0.234 0.158 -0.068 0.01
C -2.901697 -5.759209 0.568433 0.011 -0.120 0.041 0.00
C -2.685027 -5.813025 2.075103 -0.178 0.146 -0.132 0.00
C -1.598811 -6.062744 -0.158203 -0.215 0.231 -0.093 0.00
H -7.281778 -1.802557 0.805836 -0.011 0.016 0.048 0.00
H -5.818775 -0.793945 0.910920 -0.040 -0.001 0.039 0.00
H -5.812829 -2.424131 1.605448 -0.053 -0.023 0.017 0.00
H -6.007669 -1.714073 -1.347783 0.092 -0.024 -0.042 0.00
H -6.121282 -4.415705 0.063380 -0.006 -0.016 0.006 0.00
H -5.823783 -4.221311 -1.668112 0.011 -0.032 -0.062 0.00
H -7.354540 -3.666518 -0.973063 0.005 0.040 0.037 0.00
H -3.657899 -6.503459 0.293988 0.034 0.037 -0.052 0.00
H -1.874752 -5.133765 2.346537 0.029 -0.011 0.046 0.00
H -2.432060 -6.829680 2.380524 0.048 0.010 0.025 0.00
H -3.591165 -5.501329 2.597676 0.025 -0.019 0.018 0.00
H -0.913465 -5.229842 0.000701 0.020 -0.076 0.042 0.00
H -1.761202 -6.174554 -1.226584 0.039 0.032 -0.070 0.00
H -1.159568 -6.981590 0.236698 -0.049 0.019 0.052 0.00
```
Positions in Å, forces in eV/Å.

* total charge: -1
* ΔE to the lowest compared entry with this formula, charge and spin: 20.9 kcal/mol
* M: 734.2 g/mol
* multiplicity: 3
* lowest unoccupied orbital energy (spin up / spin down): 2.16 / 2.16 eV

2.
C14H40N4O6 | ωB97M-V/def2-TZVPD

The geometry in XYZ format:
```
64
Properties=species:S:1:pos:R:3:forces:R:3:nbo_charge:R:1
C 1.383959 -4.850332 4.693760 -0.699 -1.520 -0.582 -0.64
C 0.873579 -4.463022 3.341860 -0.892 2.841 -0.723 0.10
C 1.278479 -2.954872 3.122610 -0.139 0.081 0.181 -0.64
O 1.412849 -5.176962 2.299210 1.936 -1.265 -1.526 -0.73
H 1.041209 -4.132752 5.439210 0.746 -0.076 0.134 0.22
H 2.432109 -5.040462 4.462840 0.407 0.793 0.894 0.23
H 1.032959 -5.849282 4.952590 -0.356 -0.055 0.285 0.20
H -0.182361 -4.554572 3.087510 -0.637 0.372 1.320 0.16
H 2.100179 -2.611492 3.751100 0.314 -0.518 0.125 0.20
H 0.492239 -2.257002 3.410550 -0.399 -0.215 -0.090 0.21
H 1.578109 -2.701232 2.105750 -0.232 -0.372 -0.182 0.22
H 1.002879 -6.040992 2.215690 -0.041 -0.018 0.147 0.47
C -5.291301 -1.007902 -2.928260 0.744 -0.651 -0.749 -0.62
C -3.939381 -0.296202 -2.865060 -0.149 1.145 -0.428 0.10
C -3.616481 0.697818 -3.990300 -0.241 -1.349 -1.115 -0.65
O -3.909351 0.472738 -1.697670 0.113 -0.228 1.518 -0.76
H -5.240201 -1.795382 -3.680170 -0.170 0.176 -0.559 0.20
H -6.103181 -0.317202 -3.156020 -0.025 -0.089 0.202 0.21
H -5.472301 -1.610232 -2.038010 -0.044 0.580 0.401 0.22
H -3.129171 -1.024062 -2.908370 0.105 -0.289 0.582 0.15
H -4.505611 1.235678 -4.319350 0.037 0.110 -0.019 0.20
H -3.236911 0.076588 -4.801530 -0.251 0.212 -0.577 0.20
H -2.800941 1.392658 -3.789860 -0.167 -0.041 0.573 0.23
H -3.846741 1.392288 -1.966220 0.295 0.429 0.437 0.51
C -1.809571 -1.312862 1.510110 0.126 1.032 0.531 -0.63
C -0.961881 -0.163722 1.011320 1.661 -0.827 -0.041 0.09
C -0.346371 -0.451552 -0.316990 -0.662 -0.685 -1.001 -0.63
O -1.609091 1.065928 0.926940 -0.242 0.784 1.043 -0.75
H -1.139051 -2.169242 1.581720 -0.532 -0.402 -0.383 0.21
H -2.705041 -1.375452 0.891800 0.092 -0.648 -0.098 0.22
H -2.116461 -1.073002 2.528140 -0.186 -0.068 0.069 0.21
H -0.059011 -0.161032 1.621980 -0.326 1.059 1.021 0.17
H -1.206881 -0.774682 -0.902840 0.299 -0.289 -0.808 0.21
H 0.400159 -1.240052 -0.221790 -0.113 -0.097 -0.269 0.21
H 0.074619 0.431128 -0.798370 0.091 0.014 0.174 0.21
H -2.211941 1.024418 0.180990 -0.508 -0.061 -0.459 0.50
C 3.333239 -1.232122 -1.236450 1.007 -0.356 0.396 -0.64
C 4.361639 -0.139812 -0.888270 -0.462 0.592 -1.969 0.09
C 4.533399 0.872618 -2.054340 -1.174 0.107 0.203 -0.63
O 3.930399 0.556568 0.308550 0.919 -0.545 -0.551 -0.75
H 3.646739 -1.750722 -2.142470 -0.211 0.287 -0.337 0.21
H 2.294339 -0.906822 -1.290810 0.240 0.260 -0.146 0.22
H 3.407309 -2.024192 -0.491320 -0.229 0.068 0.331 0.21
H 5.359049 -0.579332 -0.898360 0.043 -0.312 1.318 0.17
H 5.161499 1.736878 -1.838380 -0.006 -0.125 0.388 0.22
H 3.532069 1.226878 -2.299140 -0.046 0.373 -0.116 0.21
H 4.917379 0.436968 -2.976770 0.072 -0.421 0.205 0.21
H 4.559809 0.308908 0.989800 -0.099 0.011 0.301 0.48
C 1.956849 3.397188 1.286140 0.957 -1.759 -1.960 0.76
O 1.341869 4.342308 1.553610 -3.936 5.700 2.453 -0.68
N 1.317499 2.341368 0.754810 -0.268 -2.188 -0.440 -0.87
N 3.272289 3.416668 1.309380 2.872 -1.785 -0.147 -0.84
H 1.787849 1.579018 0.288220 0.006 0.027 0.449 0.40
H 0.366659 2.212708 1.070170 0.195 -0.076 -0.324 0.41
H 3.690299 2.518018 1.114980 0.657 0.423 -0.064 0.40
H 3.821739 4.240778 1.507010 -0.500 -0.296 -0.006 0.41
C -2.269711 4.022118 -1.057740 -0.985 -1.766 -0.965 0.77
O -2.855041 3.131448 -1.693520 0.002 -0.439 0.373 -0.76
N -2.360641 5.262728 -1.482690 -0.404 2.373 -1.124 -0.83
N -1.583591 3.848838 0.039480 1.303 -0.560 2.024 -0.82
H -2.952261 5.303378 -2.300260 0.463 0.684 0.002 0.41
H -1.684331 5.964128 -1.216700 -0.423 0.004 -0.326 0.39
H -1.089121 4.612028 0.478970 0.018 -0.315 0.038 0.41
H -1.461301 2.917748 0.411250 0.034 0.171 -0.037 0.42
```
Positions in Å, forces in eV/Å.

* total charge: 0
* ΔE to the lowest compared entry with this formula, charge and spin: 36.1 kcal/mol
* M: 360.5 g/mol
* structure (SMILES): NC(N)=O.NC(N)=O.CC(C)O.CC(C)O.CC(C)O.CC(C)O
* lowest unoccupied orbital energy: 0.38 eV

3.
C14H40O6 | ωB97M-V/def2-TZVPD

The geometry in XYZ format:
```
60
Properties=species:S:1:pos:R:3:forces:R:3:nbo_charge:R:1
C 1.313827 -3.767280 2.117242 -0.351 -0.486 0.402 -0.62
C 0.992259 -2.972504 0.860217 0.032 0.281 1.114 0.10
C 1.467724 -3.679890 -0.388723 -0.029 0.389 0.236 -0.63
O -0.411552 -2.754888 0.816895 -0.184 0.138 -0.180 -0.76
H 0.915703 -4.785447 2.053816 -0.050 0.062 -0.114 0.20
H 0.863369 -3.318824 3.005800 -0.067 0.144 -0.156 0.22
H 2.379038 -3.866400 2.330700 0.094 0.164 -0.316 0.20
H 1.439926 -1.983283 1.035004 0.390 -0.007 -0.504 0.14
H 1.295989 -3.024502 -1.243624 0.009 -0.282 -0.200 0.21
H 0.872965 -4.590913 -0.455344 0.056 -0.018 -0.314 0.22
H 2.523456 -3.941038 -0.316562 0.052 0.013 -0.085 0.20
H -0.548951 -2.059358 0.139620 0.093 -0.440 0.122 0.49
C -3.142338 -0.249672 2.600225 -0.379 0.431 -0.080 -0.64
C -2.273561 -0.763556 3.731866 0.095 0.228 0.219 0.09
C -0.823545 -0.287549 3.670066 -0.473 0.165 -0.163 -0.63
O -2.840257 -0.345486 4.987234 -0.069 -0.217 -0.201 -0.72
H -2.816419 -0.507940 1.592318 0.193 -0.242 0.172 0.22
H -3.202830 0.846810 2.632087 0.149 -0.012 0.039 0.19
H -4.166615 -0.603286 2.730871 0.046 -0.120 -0.029 0.22
H -2.312829 -1.854063 3.740960 0.067 0.014 0.038 0.18
H -0.427730 -0.422976 2.660877 0.222 -0.186 0.150 0.21
H -0.232315 -0.797241 4.427493 0.146 -0.130 -0.154 0.22
H -0.791912 0.777584 3.914493 -0.030 0.043 -0.105 0.20
H -3.143254 0.561879 4.868267 0.047 -0.032 0.096 0.46
C 0.374232 3.509510 -0.577953 -0.428 -0.542 -0.404 -0.64
C -0.122220 3.416904 0.854331 0.693 0.323 0.177 0.09
C 0.875423 2.655661 1.729506 -0.307 -0.108 -0.435 -0.63
O -0.353736 4.721699 1.405287 0.125 -0.208 -0.042 -0.72
H 1.353103 3.975663 -0.697344 -0.091 0.319 0.256 0.20
H -0.380861 4.003519 -1.190764 0.202 0.251 -0.031 0.22
H 0.493790 2.507440 -0.994570 0.023 -0.057 0.073 0.21
H -1.101011 2.936741 0.867950 0.012 -0.090 0.026 0.18
H 1.861281 3.123552 1.659882 -0.043 0.160 0.182 0.20
H 1.012014 1.638282 1.353272 -0.140 -0.053 0.124 0.21
H 0.521027 2.630504 2.757295 0.167 -0.057 0.080 0.22
H 0.515212 5.081679 1.620272 -0.130 0.118 -0.017 0.46
C 2.295002 1.138222 -3.670513 0.520 -0.621 0.085 -0.62
C 2.870668 0.174453 -2.628931 1.076 0.569 -0.449 0.10
C 4.381797 0.382073 -2.448541 0.009 0.183 0.059 -0.64
O 2.213947 0.424793 -1.392349 -0.620 -0.040 0.264 -0.75
H 2.891967 1.049317 -4.581549 -0.163 -0.107 -0.047 0.21
H 2.388124 2.173243 -3.347752 -0.284 0.007 0.181 0.22
H 1.273622 0.837968 -3.894880 -0.144 0.376 -0.007 0.22
H 2.685391 -0.850975 -2.972415 -0.048 0.008 0.202 0.17
H 4.837821 -0.349982 -1.776529 -0.143 -0.181 -0.132 0.21
H 4.597203 1.357808 -2.002742 -0.259 0.082 -0.073 0.21
H 4.914175 0.362806 -3.401298 -0.095 -0.209 0.027 0.22
H 2.773770 0.193646 -0.645218 0.119 -0.132 -0.091 0.49
C -1.228569 0.235084 -0.766932 0.364 -0.290 -0.036 -0.25
O -0.329926 -0.784289 -1.193536 -0.184 -0.334 -0.017 -0.78
H -1.087887 1.100922 -1.408943 -0.319 0.274 0.193 0.18
H -2.245540 -0.145199 -0.846189 0.008 -0.014 -0.244 0.19
H -1.072641 0.466637 0.291223 0.115 0.302 -0.065 0.16
H 0.566265 -0.417477 -1.296687 -0.123 0.179 0.157 0.50
C -3.757370 -0.641163 -3.766855 -0.547 0.107 0.599 -0.24
O -4.872332 0.245792 -3.762859 0.263 0.511 -0.349 -0.73
H -3.796935 -1.204633 -2.830470 0.353 -0.376 -0.238 0.16
H -3.751087 -1.289026 -4.644649 -0.007 -0.129 0.078 0.17
H -2.846758 -0.046336 -3.758290 -0.063 0.111 -0.071 0.18
H -5.679082 -0.225002 -3.552074 0.026 -0.234 -0.001 0.47
```
Positions in Å, forces in eV/Å.

* total charge: 0
* ΔE to the lowest compared entry with this formula, charge and spin: 31.7 kcal/mol
* M: 304.5 g/mol
* structure (SMILES): CC(C)O.CC(C)O.CC(C)O.CC(C)O.CO.CO
* lowest unoccupied orbital energy: 0.40 eV

M of number 3 (C14H40O6)? 304.5 g/mol